51
Properties=species:S:1:pos:R:3:forces:R:3 method="wB97M-V/def2-TZVPD" total_charge=+1 multiplicity=2 homo_ev="-13.28 / -13.28"
C 1.274 0.183 1.007 1.74 -1.20 0.21
N 0.863 -0.651 -0.137 -2.11 1.86 -0.76
C -0.194 -1.665 0.042 0.68 -2.28 1.74
C -1.590 -1.284 0.604 1.09 1.47 -1.85
C 1.863 1.487 0.460 -0.26 -0.89 1.41
N 0.764 2.474 0.398 3.99 2.75 -1.78
C 0.707 3.474 1.456 -1.43 -0.51 0.67
C 0.758 3.122 -0.949 -1.75 -2.11 -0.63
H 2.094 -0.387 1.450 0.15 0.21 0.32
H 0.595 0.369 1.834 -0.53 0.21 -0.27
H 0.391 0.043 -0.737 0.38 -0.46 -0.32
H 0.231 -2.457 0.687 0.02 0.26 0.01
H -0.231 -2.235 -0.893 -0.42 0.48 -0.11
H -2.115 -1.885 1.339 0.29 -0.51 -0.27
H -1.547 -0.277 1.008 0.28 -0.10 0.35
H -2.156 -1.103 -0.312 -0.70 -0.44 0.34
H 2.423 1.291 -0.452 -0.77 0.10 -0.57
H 2.684 1.897 1.067 -0.63 0.02 0.60
H 0.722 3.030 2.451 -0.10 -0.21 -0.08
H -0.207 4.053 1.306 0.13 -0.01 0.15
H 1.557 4.156 1.394 0.23 -0.14 -0.40
H -0.312 3.145 -1.255 0.52 0.61 0.05
H 1.309 4.055 -1.053 -0.26 0.19 0.67
H 1.219 2.380 -1.602 -0.13 0.36 -0.17
H 4.056 -0.440 0.584 0.27 0.12 0.15
H 4.465 -0.919 -0.735 0.35 0.16 0.06
O 4.541 -0.122 -0.188 -0.33 0.01 0.08
H -3.672 0.566 -1.310 -0.35 0.33 0.12
H -4.232 -0.795 -1.016 -0.38 0.13 0.17
O -4.353 0.132 -0.765 0.29 -0.44 -0.21
H -3.523 1.388 2.266 0.00 0.12 0.05
H -3.707 0.614 0.960 0.13 -0.13 -0.09
O -3.038 0.841 1.640 -0.52 0.46 0.14
H 0.971 -2.074 2.331 1.20 0.71 0.22
H 2.069 -2.761 3.439 0.23 1.12 -0.43
O 1.263 -2.750 2.926 -1.23 -1.99 0.27
H -1.347 -1.159 -3.215 -0.28 0.16 0.48
H -2.416 -0.547 -4.033 -0.40 0.43 0.31
O -2.119 -0.553 -3.110 0.66 -0.59 -0.66
H -1.754 0.846 -1.984 -0.50 0.41 -0.33
H -1.931 1.256 -0.536 -0.36 0.32 0.12
O -2.102 1.584 -1.434 1.01 -0.46 0.29
H -0.141 -2.623 -4.480 -0.10 -0.08 -0.07
H 0.746 -2.538 -3.251 -0.10 0.02 0.06
O -0.157 -2.369 -3.551 0.47 -0.16 -0.07
H 2.861 -1.458 -1.583 0.25 0.23 -0.29
H 2.279 -2.407 -0.683 0.32 -0.38 0.40
O 3.136 -2.248 -1.105 -0.76 -0.18 -0.38
H -1.581 -0.159 3.619 -0.70 -0.06 -0.11
H -0.438 -0.785 2.816 -0.52 -0.12 0.44
O -0.634 -0.193 3.550 0.94 0.20 -0.01